Formula: C4H7FN2
Source: OMol25
Level of theory: ωB97M-V/def2-TZVPD

```
! RIJCOSX wB97M-V def2-TZVPD def2/J DEFGRID3
* xyz 0 1
C 0.8665 0.7847 1.9749
C 0.9876 -1.3253 -2.1174
H 0.1910 1.0119 -0.2622
H -0.6983 -2.3549 -1.2105
F -2.7182 -0.2216 -0.0567
C -1.6366 0.4727 -0.5801
H -1.3679 0.5706 -1.6013
H 1.3813 -0.1643 1.6629
H 1.3590 1.7493 1.4301
H 0.7186 0.9056 2.9785
N -0.4305 0.5009 1.4432
H 1.8293 -0.8018 -2.3931
N -0.5880 0.6602 0.2074
C 0.1063 -1.7878 -1.4757
*
```

As for the LUMO energy: 0.846 eV. The calculation puts the frontier orbital gap at 8.241 eV. Its HOMO energy is -7.40 eV.

Results of the Löwdin charge analysis, in e, for atoms 1 through 8:
1. C -0.1342
2. C 0.0194
3. H 0.1122
4. H 0.0149
5. F -0.0026
6. C -0.1630
7. H 0.0943
8. H 0.0845



Formula: C4H7FN2S
Source: OMol25
Level of theory: ωB97M-V/def2-TZVPD

```
! RIJCOSX wB97M-V def2-TZVPD def2/J DEFGRID3
* xyz 0 1
C -1.5241 -0.2936 0.5799
H -0.0363 1.3448 -2.1013
H -0.8776 -1.7070 1.8324
F -1.0084 -1.0873 -1.5577
H -2.1207 0.5675 -1.2431
H 2.0503 0.9371 1.7987
H -0.4170 2.0200 -0.5021
H -2.3139 -1.0401 0.4529
C -0.1658 1.1331 -1.0546
S 1.5026 0.5577 -0.5182
C 1.2954 0.3918 1.2183
H -1.8526 0.5659 1.1855
C -1.2489 0.1051 -0.8611
N 0.5481 -0.3925 1.8984
N -0.4821 -1.0139 1.1864
*
```

As for the LUMO energy: 0.761 eV. The calculation puts the frontier orbital gap at 9.487 eV. Its HOMO energy is -8.73 eV. The SMILES is F[C@H]1CNN=CSC1.

Results of the Löwdin charge analysis, in e, for atoms 1 through 8:
1. C -0.1942
2. H 0.0714
3. H 0.1267
4. F -0.0210
5. H 0.1269
6. H 0.0600
7. H 0.0804
8. H 0.1322



Formula: C4H7FOS
Source: OMol25
Level of theory: ωB97M-V/def2-TZVPD

```
! RIJCOSX wB97M-V def2-TZVPD def2/J DEFGRID3
* xyz 0 1
H -1.7707 -0.0830 -1.2499
S 1.2564 0.9606 -0.8882
C 1.9538 -0.6037 -0.2197
O 1.3108 -0.8775 0.9738
C -1.6416 0.7761 -0.6031
H -2.4931 0.8615 0.0721
H -1.5964 1.6727 -1.2143
F -0.3820 1.5953 1.2027
C -0.0726 -0.7332 0.8042
H 1.7865 -1.3862 -0.9717
C -0.3873 0.6481 0.2248
H -0.4551 -1.5012 0.1141
H -0.5296 -0.8433 1.7900
H 3.0209 -0.4861 -0.0347
*
```

As for the LUMO energy: 0.807 eV. The calculation puts the frontier orbital gap at 9.822 eV. Its HOMO energy is -9.01 eV. The SMILES is C[C@@]1(F)COCS1.

Results of the Löwdin charge analysis, in e, for atoms 1 through 8:
1. H 0.0829
2. S 0.8785
3. C -0.5100
4. O -0.1700
5. C -0.0617
6. H 0.0911
7. H 0.0788
8. F -0.0051



Formula: C4H7FS
Source: OMol25
Level of theory: ωB97M-V/def2-TZVPD

```
! RIJCOSX wB97M-V def2-TZVPD def2/J DEFGRID3
* xyz 0 1
H -1.9140 -0.3153 0.6813
F 0.0120 -0.6100 2.0389
C -0.3230 -0.9563 -0.7319
H 0.8026 1.2026 1.7001
H 1.7741 -0.2536 1.1442
H 1.9188 1.3836 -1.1382
S 0.6018 1.5555 -1.3776
H -0.1647 -1.8915 -0.2313
C 0.1170 0.3095 -0.1785
H -0.2439 -1.0705 -1.8612
H -1.9372 0.4438 -1.0117
C -1.3928 -0.0231 -0.2156
C 0.7492 0.2253 1.1815
*
```

As for the LUMO energy: 0.837 eV. The calculation puts the frontier orbital gap at 10.123 eV. Its HOMO energy is -9.29 eV. The SMILES is FCC1(S)CC1.

Results of the Löwdin charge analysis, in e, for atoms 1 through 8:
1. H 0.1004
2. F -0.0658
3. C -0.1888
4. H 0.1245
5. H 0.1388
6. H -0.1243
7. S 0.8019
8. H 0.1017



Formula: C4H7FS
Source: OMol25
Level of theory: ωB97M-V/def2-TZVPD

```
! RIJCOSX wB97M-V def2-TZVPD def2/J DEFGRID3
* xyz 0 1
C -2.2074 -0.3023 -0.3965
H 1.5286 0.9982 -1.3784
H -2.1417 -0.2086 -1.4719
F -3.3799 0.1349 0.0514
H -1.5209 -0.9446 1.4248
H 2.3864 -0.7737 0.1074
H 2.0917 1.6690 0.1884
H 1.2699 -0.3374 1.4318
S 0.1839 -1.5251 -0.3263
C -1.2857 -0.8305 0.3661
C 1.3100 1.0339 -0.2589
H 0.3366 1.4372 -0.0793
C 1.4285 -0.3510 0.3414
*
```

As for the LUMO energy: 0.925 eV. The calculation puts the frontier orbital gap at 9.785 eV. Its HOMO energy is -8.86 eV. The SMILES is CCS/C=C/F.

Results of the Löwdin charge analysis, in e, for atoms 1 through 8:
1. C -0.2525
2. H 0.0960
3. H 0.1137
4. F 0.0274
5. H 0.0880
6. H 0.0552
7. H 0.0733
8. H 0.0751



Formula: C4H7FS
Source: OMol25
Level of theory: ωB97M-V/def2-TZVPD

```
! RIJCOSX wB97M-V def2-TZVPD def2/J DEFGRID3
* xyz 0 1
H -3.7478 -0.4776 0.1600
F 3.0196 -0.2091 0.5137
H -2.8903 0.2585 1.5133
H 1.4487 -1.3118 0.0616
S -1.3273 -0.5954 -0.2112
H 2.2670 -0.4937 -1.3106
H -0.7544 1.8430 -0.3443
H 1.5487 1.7830 -0.1725
C -2.8682 0.1328 0.4200
C 1.0317 0.8250 -0.1554
H -2.9547 1.1417 -0.0668
C -0.2812 0.8544 -0.1986
C 1.9748 -0.3681 -0.2469
*
```

As for the LUMO energy: 0.928 eV. The calculation puts the frontier orbital gap at 9.456 eV. Its HOMO energy is -8.53 eV. The SMILES is CS/C=C\CF.

Results of the Löwdin charge analysis, in e, for atoms 1 through 8:
1. H 0.0335
2. F 0.0066
3. H 0.0361
4. H 0.1124
5. S 0.8080
6. H 0.1285
7. H 0.0812
8. H 0.1059



Formula: C4H7FS
Source: OMol25
Level of theory: ωB97M-V/def2-TZVPD

```
! RIJCOSX wB97M-V def2-TZVPD def2/J DEFGRID3
* xyz 0 1
S -0.7871 0.7807 -1.5981
C 0.3230 0.2987 1.5637
C -0.0070 -0.6630 -0.8406
C 0.4099 -0.8201 0.6368
H 0.5594 -1.2127 -1.5659
F 1.5679 0.8659 1.6831
C -0.8230 -1.5085 0.0983
H -0.0202 0.0177 2.5786
H 0.3828 1.4116 -1.8918
H 1.1671 -1.6120 0.8612
H -0.7488 -2.5772 -0.0933
H -1.8480 -1.1958 0.4863
H -0.4283 1.0410 1.2972
*
```

As for the LUMO energy: 0.897 eV. The calculation puts the frontier orbital gap at 10.141 eV. Its HOMO energy is -9.24 eV. The SMILES is FC[C@H]1C[C@H]1S.

Results of the Löwdin charge analysis, in e, for atoms 1 through 8:
1. S 0.7321
2. C -0.2390
3. C -0.6118
4. C -0.2747
5. H 0.0808
6. F -0.0353
7. C -0.1514
8. H 0.1295



Formula: C4H7FS
Source: OMol25
Level of theory: ωB97M-V/def2-TZVPD

```
! RIJCOSX wB97M-V def2-TZVPD def2/J DEFGRID3
* xyz 0 1
C 1.4352 -0.4666 0.1225
F 2.8273 -0.1671 0.1464
C -1.7525 0.8006 0.5575
H -1.4928 1.0149 1.6389
H 1.1614 -1.1910 -0.6568
H 1.0613 1.5317 0.6615
H -0.9998 1.0310 -1.4377
H -2.7174 1.1169 0.2184
C 0.8360 0.8261 -0.2204
C -0.6477 0.6753 -0.5049
H 1.3424 1.1192 -1.2098
S -1.5172 -0.8282 -0.0867
H 1.2495 -0.8800 1.1269
*
```

As for the LUMO energy: 0.877 eV. The calculation puts the frontier orbital gap at 9.853 eV. Its HOMO energy is -8.98 eV. The SMILES is FCC[C@@H]1CS1.

Results of the Löwdin charge analysis, in e, for atoms 1 through 8:
1. C -0.2667
2. F -0.0933
3. C -0.4285
4. H 0.1012
5. H 0.1080
6. H 0.1497
7. H 0.0810
8. H 0.0454